1.
A cluster of 8 separate species, C28H58NO15S6 in total at a distorted geometry, computed with ωB97M-V/def2-TZVPD.

Structure (XYZ):
```
108
Properties=species:S:1:pos:R:3:forces:R:3
N 0.58211 0.12370 -0.41065 12.9350 -3.8128 -6.8724
H 0.99411 1.07070 -0.57365 0.0087 -1.0719 -0.3723
H -0.12689 0.21170 -0.00165 -14.0602 2.4070 8.5184
H 1.14411 -0.52530 0.20535 0.1993 1.2360 -0.5601
H 0.26511 -0.53030 -1.16565 0.9506 1.2239 -0.5044
C 2.48811 1.47270 -4.75465 -1.6428 -3.0158 4.5294
C 1.04811 1.97970 -4.47265 1.6100 3.1161 1.2497
C 0.10011 1.65470 -5.63965 0.8438 -2.3297 1.2570
O -0.95689 1.14770 -4.85265 -4.4414 0.1918 -3.3148
C -0.81789 1.04770 -3.58365 2.5627 -2.8366 0.2792
O -1.45689 0.38170 -2.83065 -1.9003 0.4120 0.8718
O 0.44311 1.31470 -3.32765 2.4416 1.7858 0.5498
H 2.61711 0.33770 -4.46765 -0.9570 1.6620 -1.6308
H 3.30411 1.75370 -4.13565 0.2669 1.4866 0.9045
H 2.67111 1.79770 -5.67965 1.1407 0.4141 -3.9434
H 1.00211 3.20970 -4.17265 0.3135 -3.3655 -1.0745
H 0.42311 0.78670 -6.31265 -0.0621 1.2203 0.9694
H -0.26289 2.43670 -6.24765 -0.1564 1.1014 -0.4481
C 1.21411 -3.74230 3.59535 -0.4629 5.1545 -0.9306
C 2.70511 -3.52330 3.84035 -3.3520 -11.2490 -0.5971
C 3.41911 -3.99430 2.56735 2.1640 1.1178 -0.1248
S 2.46711 -3.22630 1.25235 1.7413 -1.5404 -1.0999
O 2.39611 -4.14530 0.08335 -0.1690 1.7886 2.0163
O 2.96511 -1.87030 1.11035 -0.1870 0.3302 -0.7861
C 1.03511 -3.11230 2.21035 -3.3806 -2.5977 -2.4891
H 0.50511 -3.16330 4.27835 1.0463 -1.1311 -0.5816
H 0.97211 -4.72330 3.50535 -0.6045 -3.0014 0.3801
H 2.81711 -4.26730 4.73435 0.8065 1.0282 -1.5179
H 3.08711 -2.74730 4.14835 2.9734 8.6400 2.8994
H 3.25011 -5.07230 2.30935 1.0375 0.7431 0.6507
H 4.53311 -3.44630 2.55135 -2.7679 -2.2769 -0.3375
H 0.18611 -3.43330 1.46135 1.2557 -0.0152 1.8567
H 0.86011 -2.11130 2.24535 -0.3742 3.0493 0.5651
C 1.89411 5.79770 2.69135 1.6281 1.3858 -2.3859
C 3.35911 5.24670 2.74735 -2.0873 0.2587 0.4656
C 3.70711 4.76970 1.38635 -3.9275 5.8480 -2.1541
S 2.25011 4.24470 0.49935 -3.4495 -1.7662 1.5027
O 1.99211 2.79670 0.41835 1.0459 1.0208 0.2181
O 2.03611 5.00370 -0.68965 0.7496 0.4571 -0.8094
C 1.10011 4.91070 1.76735 -0.9037 2.3714 -1.4481
H 1.93911 6.86070 2.19135 -0.0460 -1.8354 1.2578
H 1.41411 5.82970 3.62035 -0.4783 0.4068 1.4934
H 3.55611 4.54870 3.53035 -0.3786 -1.0871 0.3746
H 3.97211 6.03570 3.04335 1.2435 1.5081 0.1115
H 4.43911 4.14370 1.40735 4.6782 -3.8155 -0.6917
H 3.80011 5.73770 0.71235 0.8753 -1.8964 1.2588
H 0.59311 4.17470 2.29935 -0.5419 -1.8628 0.6857
H 0.25211 5.55170 1.32835 1.4206 -1.1616 -0.0657
C -4.47989 3.84470 -0.87265 -5.5584 -1.9618 2.6653
C -3.76189 4.54270 0.21335 0.1195 0.0219 1.3431
C -3.42489 3.43870 1.33235 4.2779 4.3923 -4.4516
S -2.82689 2.16270 0.29135 -5.7553 -3.7801 3.8383
O -2.94189 0.88470 1.01335 0.0881 1.2620 -1.0664
O -1.62689 2.46470 -0.29465 5.2236 1.6629 -2.4284
C -4.12189 2.37470 -0.95665 -4.8019 2.0751 9.2074
H -4.63389 4.30870 -1.76165 0.5000 1.6031 -2.7635
H -5.59689 3.79870 -0.51365 1.6100 0.0820 -0.6018
H -4.14789 5.51270 0.63235 -0.1570 -1.2485 -0.5098
H -2.91289 4.79170 -0.35465 2.2227 0.6835 0.4319
H -4.14589 3.20370 1.94435 -4.1553 -1.6209 2.8969
H -2.65889 3.97270 1.87435 0.6851 -0.6870 0.4980
H -5.03689 1.70370 -0.68965 1.7226 1.1311 -0.1217
H -3.75889 1.98570 -1.69365 4.1821 -3.7205 -8.9600
C 0.27311 -5.70630 -3.96365 -3.1216 2.1823 3.8370
C -0.47589 -4.64030 -4.65665 -4.3625 1.8456 -3.9355
C 0.36511 -3.36930 -4.82465 3.0021 -1.6624 -3.3066
S 1.42011 -3.43830 -3.42665 2.0292 -3.7191 -2.4654
O 1.16311 -2.38530 -2.57865 -1.1288 4.3368 3.6033
O 2.75611 -3.67630 -3.90665 0.2378 0.3146 -0.0262
C 0.89011 -5.00930 -2.75765 3.7797 -0.7472 -1.6578
H 0.96711 -5.95430 -4.57365 4.7812 -2.4770 -3.9954
H -0.37189 -6.49830 -3.69065 -0.4133 -1.0358 0.2621
H -1.39489 -4.22430 -4.14065 0.8752 -1.0511 -0.0485
H -1.00589 -4.96730 -5.76565 1.8041 0.6712 3.0354
H -0.13489 -2.44830 -5.04265 -0.4827 0.4279 0.4774
H 1.24011 -3.46330 -5.70065 -2.4894 0.0237 1.9697
H 0.15311 -4.77430 -2.13065 -2.7647 0.6945 3.1550
H 1.83711 -5.42630 -2.24465 -1.7946 0.4335 -0.8276
C 1.92211 0.34370 5.84935 -3.8924 2.8259 2.3438
C 2.30311 1.75070 5.52035 3.4098 1.2989 0.7005
C 1.88611 2.07370 4.10735 -1.4294 1.3386 -1.5305
S 0.33711 1.17070 3.82735 2.2314 -1.5435 -1.6602
O 0.59011 0.25870 2.67235 -1.0673 1.5694 1.3477
O -0.75789 2.10570 3.91235 -0.2767 -0.4641 -0.3144
C 0.50311 0.19670 5.32835 -1.0479 0.2110 -0.0996
H 1.87111 0.19970 6.94235 0.4206 -0.1355 -0.5021
H 2.52211 -0.28430 5.41235 3.2757 -3.8679 -2.2607
H 3.51711 1.83270 5.46535 -2.8891 0.1593 0.9042
H 1.82511 2.30170 6.37535 0.7834 0.5772 -1.3249
H 2.51511 1.66170 3.32335 0.4831 -0.2870 0.2734
H 1.68811 3.13670 3.73135 0.2972 -1.3142 1.2765
H 0.24411 -0.85130 5.18035 -0.4694 0.2759 -0.1200
H -0.24289 0.78370 5.88035 0.1883 -0.7531 0.7750
C -4.03489 -2.97630 -2.54465 -1.3331 -2.6947 0.2042
C -4.90789 -2.56630 -1.36365 -0.4806 -2.1556 2.5299
C -4.00189 -1.96130 -0.22565 -0.3440 0.3692 -3.5646
S -2.62989 -3.09230 -0.23665 0.5942 2.6638 2.4051
O -2.98989 -4.27230 0.47035 -0.1625 -1.2096 0.6321
O -1.43089 -2.35530 0.22635 -1.0397 -1.0545 -1.1602
C -2.67589 -3.43830 -1.92465 3.3641 1.0955 -2.8225
H -4.03889 -2.23730 -3.34865 0.6910 -0.1483 0.1982
H -4.64489 -3.91530 -2.87965 1.5709 1.6294 -0.2162
H -5.27389 -3.56030 -0.94065 0.3197 1.1132 -0.2850
H -5.84889 -2.11030 -1.64765 0.2430 0.8354 0.0746
H -4.36589 -1.64530 0.70035 -0.7886 -0.4867 1.7017
H -3.67689 -1.02030 -0.63965 0.8675 0.4006 -0.1753
H -2.24489 -4.47130 -2.05465 -1.2711 0.7109 0.0841
H -1.74189 -2.81330 -2.30265 -2.0109 -0.7882 0.4054
```
Forces are in eV/Å.

## Properties
energy relative to the best compared isomer or geometry (same formula, charge and spin): 123.05 kJ/mol
charge: +1
molar mass: 841.2 g mol⁻¹
HOMO level: -12.0 eV
LUMO level: -1.5 eV

***

2.
A cluster of 5 separate species, C29H22FN2O16 in total at a distorted geometry, computed with ωB97M-V/def2-TZVPD.

Structure (XYZ):
```
70
Properties=species:S:1:pos:R:3:forces:R:3
C -3.96287 -0.66217 -3.10799 2.8013 -1.5232 0.8334
C -2.80843 -1.44488 -2.66750 -0.6988 2.4596 -0.5225
C -1.43386 -0.59978 -2.56343 -2.3880 -2.3430 -1.9526
N -0.89877 0.08829 -3.71445 2.5289 -0.0397 6.8316
C 0.30770 0.74640 -3.15197 -1.0083 -1.7630 4.1626
C 0.40596 0.38069 -1.63633 -0.3618 0.7765 -3.5666
N -0.73224 -0.49141 -1.30764 1.2638 2.8196 -6.9231
F -1.06727 -1.06388 -0.13955 0.1232 0.4041 -1.1156
H -3.85604 -0.16615 -4.13588 -0.1169 0.5955 2.2768
H -4.85067 -0.54537 -2.39885 0.5609 -1.2261 -1.9748
H -2.85846 -2.55496 -2.40474 0.0674 2.0790 1.0259
H -1.25869 0.12022 -4.69473 0.2350 -0.5115 0.9618
H 1.03603 1.40907 -3.72624 -1.3616 -1.1664 0.9499
H 1.19884 0.73931 -0.88505 -1.6340 -0.7237 -1.2455
C 0.65860 -2.32369 -9.14001 -0.0108 -0.2330 -0.0656
C 0.18101 -1.39326 -8.31162 0.7748 0.9882 -0.3775
C -0.93573 -1.69144 -7.36987 -0.4795 -0.8084 0.0757
O -1.33725 -0.81878 -6.60916 0.2460 0.3890 0.2278
C -1.51847 -3.03491 -7.39709 0.0142 0.7527 0.3241
C -1.04348 -3.96635 -8.22857 -1.0257 -1.4371 0.3189
C 0.09132 -3.67698 -9.15095 0.7250 0.0884 -0.6698
O 0.51154 -4.55450 -9.88264 -0.4191 0.1275 0.4346
O -1.57779 -5.21725 -8.26524 1.0410 1.3333 -0.3655
O 0.69832 -0.12938 -8.29354 -0.8632 -0.9622 0.5226
H 1.46993 -2.12107 -9.82666 -0.0306 -0.0024 0.0325
H -2.33982 -3.23225 -6.72116 0.0209 -0.0243 -0.0408
H -1.06269 -5.70085 -8.94253 -0.1239 -0.0231 0.1024
H 0.18775 0.35104 -7.61391 0.1390 -0.0148 -0.2519
C -0.51002 0.83962 2.62778 0.2577 0.2599 -0.2266
C -1.08939 0.60834 3.80825 -0.8739 -1.3766 -0.3248
C -0.85314 1.50490 4.97660 0.1901 0.6007 0.7495
O -1.41211 1.27628 6.03431 0.0189 -0.2588 -0.5439
C 0.06125 2.63885 4.79788 -0.1628 -0.1857 0.1512
C 0.64148 2.86533 3.61763 0.6536 1.0442 0.3739
C 0.38236 1.98428 2.44488 -0.2659 -0.5029 -0.2722
O 0.91342 2.22720 1.37246 0.1489 0.1477 0.0469
O 1.49618 3.91599 3.44047 -0.7231 -1.1890 -0.5250
O -1.92040 -0.45568 3.99164 0.7930 1.2945 0.3572
H -0.67436 0.19925 1.77260 -0.0116 0.0341 0.1176
H 0.23922 3.27252 5.65689 -0.0633 -0.0326 0.0052
H 1.78092 3.86640 2.50663 0.0225 0.1350 0.2137
H -2.20979 -0.40186 4.92492 -0.0015 -0.0572 -0.1320
C 1.79394 6.02017 6.22887 0.1911 0.1188 -0.1564
C 1.03317 5.84639 7.31111 -0.5570 -1.0158 -0.4982
C 1.12363 6.76612 8.48027 0.1070 0.5584 0.6606
O 0.39936 6.58802 9.44489 0.0476 -0.2728 -0.4487
C 2.09926 7.86040 8.42020 -0.2791 -0.2196 0.1426
C 2.86310 8.03246 7.33869 0.7403 1.1688 0.4881
C 2.75257 7.12862 6.15876 -0.0353 -0.4508 -0.5815
O 3.45279 7.32537 5.17961 -0.0760 0.1726 0.4212
O 3.77555 9.04397 7.27116 -0.7246 -1.1800 -0.5388
O 0.13899 4.81670 7.38879 0.6086 1.1092 0.5197
H 1.73635 5.36094 5.37268 0.0282 0.0648 0.0019
H 2.16776 8.51033 9.28230 -0.0075 -0.0203 -0.0348
H 4.19697 8.95580 6.39313 -0.0386 0.0781 0.1713
H -0.28780 4.90748 8.26452 0.0291 -0.0640 -0.1440
C -0.50602 -4.47480 -0.38691 0.2834 0.0117 -0.4278
C -0.78269 -5.16097 0.72414 -1.1728 0.9761 0.7010
C -0.08929 -6.44360 1.03683 0.4943 -0.8847 0.1616
O -0.35261 -7.03431 2.06903 -0.1968 0.5092 -0.2614
C 0.89205 -6.94812 0.06956 -0.2078 0.0237 0.2997
C 1.16537 -6.26259 -1.04307 0.9730 -0.9188 -0.5487
C 0.49192 -4.96709 -1.34134 -0.3837 0.5676 -0.0322
O 0.77849 -4.35593 -2.35961 0.0661 -0.2493 0.1292
O 2.07352 -6.72196 -1.95139 -1.0061 1.0116 0.5066
O -1.70990 -4.71514 1.61763 1.0888 -0.9320 -0.6118
H -0.99979 -3.54228 -0.62486 0.0021 -0.0621 0.0483
H 1.37519 -7.88843 0.29929 -0.0115 0.0379 -0.0072
H 2.09319 -6.05100 -2.66210 0.0774 -0.1893 0.0944
H -1.72520 -5.38367 2.33219 -0.0423 0.1257 -0.0541
```
Forces are in eV/Å.

## Properties
charge: +1
molar mass: 673.5 g mol⁻¹
HOMO level: -11.1 eV
LUMO level: -4.3 eV

***

3.
A structure of composition C15H24O2Se2W, computed with ωB97M-V/def2-TZVPD.

Structure (XYZ):
```
44
Properties=species:S:1:pos:R:3:forces:R:3
W -0.23011 0.20736 0.56937 0.2971 0.4197 0.1201
C 3.28888 3.31372 -1.13844 0.0369 -0.0090 -0.0382
C 2.47016 2.03299 -1.37314 -0.1520 -0.0403 -0.0063
C 3.33987 0.88849 -1.88030 0.0153 -0.0117 -0.0149
C 1.74645 1.71938 -0.08851 -0.1245 -0.0499 0.0637
C 2.20133 0.77424 0.83179 -0.0313 -0.1027 0.0736
C 1.53559 0.57363 2.07421 0.0570 -0.1039 0.0692
C 0.49815 1.43295 2.51058 0.0364 -0.0142 0.1975
C -0.05672 1.34668 3.90455 0.0376 0.0811 -0.0322
C 0.00056 2.34128 1.56308 -0.0188 0.0330 -0.0802
C 0.54755 2.40997 0.25456 -0.0117 0.0477 -0.0675
H 3.79987 3.58692 -2.06047 0.0029 -0.0004 0.0047
H 4.04530 3.15065 -0.36880 -0.0047 0.0034 -0.0024
H 2.66329 4.15532 -0.83971 -0.0054 -0.0177 0.0128
H 1.70323 2.26019 -2.12172 0.0044 0.0177 -0.0288
H 4.20943 0.72628 -1.24084 -0.0083 0.0121 0.0006
H 3.71903 1.13055 -2.87165 0.0016 0.0104 0.0088
H 2.78595 -0.05075 -1.95534 0.0033 0.0018 -0.0004
H 3.06766 0.16850 0.59988 -0.0446 -0.0501 0.0004
H 1.89970 -0.18760 2.75098 0.0505 0.0132 0.0165
H -0.66904 0.45660 4.04469 0.0265 -0.0357 -0.0077
H -0.66147 2.22340 4.12739 -0.0220 -0.0254 0.0193
H 0.76322 1.30083 4.62030 -0.0032 0.0142 0.0150
H -0.85139 2.96153 1.81374 0.0162 0.0331 0.0030
H 0.11894 3.10696 -0.45580 0.0048 0.0215 0.0057
O -1.02470 -0.21988 -1.35008 0.1238 0.1244 -0.4177
C -1.51569 -1.52430 -1.81780 0.0246 0.0530 0.0320
C -2.20873 -2.22848 -0.66707 -0.0410 0.0038 0.0774
C -3.08016 -3.32949 -1.31019 -0.0259 -0.0704 0.0825
O -3.59786 -4.08804 -0.24438 -0.0216 0.0036 -0.0258
C -3.18189 -1.29007 0.06762 0.0225 -0.0209 -0.0130
Se -2.42687 -0.02361 1.38142 -0.1541 -0.1070 0.0659
C -1.21610 -2.93689 0.27710 0.0858 0.0064 -0.0856
Se 0.56147 -2.11022 0.59182 -0.0198 -0.0694 0.0720
H -0.65045 0.27353 -2.09278 -0.0690 -0.0247 -0.0623
H -0.66069 -2.09022 -2.18872 -0.0153 -0.0404 0.0089
H -2.20705 -1.30268 -2.62996 -0.0294 -0.0484 0.0041
H -2.45594 -3.93813 -1.97584 -0.0024 0.0048 -0.0102
H -3.87423 -2.86975 -1.90917 0.0014 0.0160 0.0020
H -4.16683 -4.79178 -0.57540 0.0061 -0.0032 0.0003
H -3.87568 -1.87866 0.66503 -0.0027 -0.0547 -0.0431
H -3.75692 -0.68235 -0.63211 0.0092 -0.0079 -0.0044
H -0.95654 -3.91414 -0.12687 -0.0134 -0.0089 -0.0140
H -1.64056 -3.08491 1.26695 -0.0431 -0.0037 -0.0017
```
Forces are in eV/Å.

## Properties
2S+1: 3
charge: +2
molar mass: 578.1 g mol⁻¹
HOMO level (alpha / beta): -14.7 / -15.6 eV
⟨S²⟩: 2.047
LUMO level (alpha / beta): -8.4 / -8.6 eV

***

What is the charge in the second record? +1